Entry 1:
# C2H3N3O2

A single C2H3N3O2 molecule in a non-equilibrium geometry (the ωB97M-V functional and the def2-TZVPD basis, the Open Molecules 2025 dataset).

Its energy above the lowest of the compared OMol25 structures with the same formula, charge and spin is 6.355 eV. As for the net charge: 0. The lowest unoccupied orbital energy (alpha / beta) comes out at -0.006 / -0.018 hartree. The value obtained for the HOMO-LUMO gap (alpha / beta) is 0.307 / 0.292 hartree. The HOMO energy (alpha / beta) is -8.5 / -8.5 eV.

Geometry (Å):
C (-1.126, -1.736, 0.158)
C (-1.923, 0.521, -0.057)
N (-1.964, -0.855, -0.073)
N (-0.679, 1.077, -0.270)
N (0.448, 0.483, -0.467)
O (-2.956, 1.121, 0.181)
O (1.400, 1.090, 0.284)
H (-1.355, -2.772, -0.054)
H (-0.740, 2.126, 0.032)
H (2.196, 0.783, 0.026)

Entry 2:
# C4H7P

A single C4H7P molecule in a non-equilibrium geometry (the ωB97M-V functional and the def2-TZVPD basis, the Open Molecules 2025 dataset).

Its energy above the lowest of the compared OMol25 structures with the same formula, charge and spin is 4.553 eV. As for the net charge: 0. The lowest unoccupied orbital energy (alpha / beta) comes out at -0.031 / 0.006 hartree. The value obtained for the HOMO-LUMO gap (alpha / beta) is 0.250 / 0.317 hartree. As for the SMILES: [H]/P=C/C1CC1. The HOMO energy (alpha / beta) is -7.7 / -8.5 eV.

Geometry (Å):
H (0.461, -3.374, -1.014)
P (-0.470, -2.713, -1.843)
C (0.062, -1.044, -0.427)
C (-0.539, 0.175, -0.070)
C (-0.223, 0.825, 1.221)
C (0.232, 1.459, -0.081)
H (1.122, -1.009, -0.378)
H (-1.480, 0.341, -0.325)
H (0.691, 0.509, 1.878)
H (-0.978, 1.299, 1.830)
H (-0.213, 2.263, -0.566)
H (1.336, 1.269, -0.226)

Entry 3:
# C5H11NO

A single C5H11NO molecule in a non-equilibrium geometry (the ωB97M-V functional and the def2-TZVPD basis, the Open Molecules 2025 dataset).

Its energy above the lowest of the compared OMol25 structures with the same formula, charge and spin is 0.719 eV. As for the net charge: 0. The lowest unoccupied orbital energy comes out at 0.032 hartree. The value obtained for the HOMO-LUMO gap is 0.374 hartree. As for the SMILES: CC(C)N(C)C=O. The HOMO energy is -9.3 eV.

Geometry (Å):
C (-0.907, -0.426, 1.548)
C (0.174, 0.227, 0.641)
C (1.540, -0.355, 0.923)
N (-0.151, 0.146, -0.775)
C (-0.627, 1.365, -1.442)
C (-0.129, -1.028, -1.461)
O (-0.044, -2.135, -0.993)
H (-0.636, -0.300, 2.586)
H (-1.035, -1.442, 1.184)
H (-1.817, 0.145, 1.333)
H (0.219, 1.296, 0.874)
H (1.631, -1.369, 0.536)
H (2.325, 0.267, 0.479)
H (1.812, -0.420, 1.977)
H (-1.540, 1.697, -0.954)
H (-0.827, 1.085, -2.473)
H (0.177, 2.101, -1.433)
H (-0.164, -0.853, -2.551)

Entry 4:
# C39H34BN15O4S2Ti

A molecular structure, C39H34BN15O4S2Ti in a non-equilibrium geometry (the ωB97M-V functional and the def2-TZVPD basis, the Open Molecules 2025 dataset).

Its energy above the lowest of the compared OMol25 structures with the same formula, charge and spin is 0.588 eV. As for the net charge: +1. The lowest unoccupied orbital energy (alpha / beta) comes out at -0.146 / -0.232 hartree. As for the multiplicity: 4. The value obtained for the HOMO-LUMO gap (alpha / beta) is 0.151 / 0.147 hartree. The HOMO energy (alpha / beta) is -8.1 / -10.3 eV.

Geometry (Å):
Ti (0.540, -0.177, 0.067)
C (-4.207, 2.021, 1.195)
C (-3.544, 1.306, 0.200)
N (-2.545, 0.603, 0.720)
N (-2.539, 0.842, 2.043)
C (-3.530, 1.701, 2.352)
B (-1.539, 0.171, 3.020)
N (-1.318, -1.269, 2.487)
C (-1.794, -2.372, 3.085)
C (-1.766, -3.410, 2.181)
C (-1.243, -2.839, 1.027)
N (-0.956, -1.547, 1.218)
N (-0.197, 0.912, 2.993)
C (0.305, 1.748, 3.914)
C (1.486, 2.269, 3.427)
C (1.636, 1.688, 2.175)
N (0.617, 0.861, 1.923)
N (-2.151, 0.129, 4.396)
C (-3.413, -0.283, 4.702)
C (-3.559, -0.225, 6.063)
C (-2.319, 0.241, 6.525)
N (-1.492, 0.441, 5.524)
H (-5.053, 2.667, 1.094)
H (-3.742, 1.270, -0.854)
H (-3.699, 2.027, 3.357)
H (-2.113, -2.369, 4.105)
H (-2.083, -4.421, 2.329)
H (-1.119, -3.339, 0.087)
H (-0.181, 1.874, 4.860)
H (2.135, 2.966, 3.915)
H (2.430, 1.850, 1.463)
H (-4.103, -0.590, 3.940)
H (-4.420, -0.477, 6.646)
H (-2.007, 0.434, 7.530)
O (-1.072, -0.165, -1.265)
C (-1.395, -1.213, -2.150)
C (-0.335, -2.284, -2.094)
C (-0.297, -3.310, -3.033)
C (0.660, -4.300, -2.901)
C (1.526, -4.239, -1.819)
C (1.419, -3.180, -0.937)
N (0.520, -2.203, -1.073)
H (-1.744, -0.070, -0.519)
H (-1.447, -0.802, -3.171)
H (-2.371, -1.659, -1.907)
H (-1.006, -3.322, -3.846)
H (0.722, -5.105, -3.616)
H (2.283, -4.990, -1.664)
H (2.083, -3.122, -0.084)
N (2.306, 1.633, -3.384)
C (3.654, 1.258, -3.485)
C (4.605, 2.088, -4.064)
C (5.932, 1.688, -4.087)
C (6.322, 0.495, -3.501)
C (5.380, -0.340, -2.920)
C (4.052, 0.040, -2.943)
S (2.750, -1.004, -2.339)
N (1.717, 0.164, -1.613)
C (1.569, 1.310, -2.259)
C (0.669, 2.252, -1.676)
C (0.305, 3.474, -2.279)
C (-0.487, 4.361, -1.598)
C (-0.929, 4.008, -0.315)
C (-0.565, 2.785, 0.200)
N (0.208, 1.896, -0.436)
H (2.106, 2.536, -3.792)
H (4.306, 3.033, -4.495)
H (6.666, 2.325, -4.558)
H (7.359, 0.205, -3.492)
H (5.665, -1.277, -2.469)
H (0.627, 3.711, -3.280)
H (-0.758, 5.309, -2.033)
H (-1.547, 4.672, 0.267)
H (-0.908, 2.517, 1.190)
O (8.932, -1.466, 0.331)
S (9.476, -2.085, 1.509)
O (9.668, -1.245, 2.667)
O (10.369, -3.187, 1.309)
C (7.938, -2.921, 2.250)
N (8.135, -3.944, 3.010)
C (7.018, -4.429, 3.577)
C (5.789, -3.857, 3.336)
C (5.711, -2.753, 2.459)
N (6.873, -2.289, 1.933)
C (4.524, -2.096, 2.011)
C (3.219, -2.435, 2.427)
C (2.140, -1.794, 1.880)
N (2.223, -0.836, 0.918)
C (3.486, -0.455, 0.583)
C (4.617, -1.039, 1.076)
H (7.159, -5.293, 4.209)
H (4.908, -4.261, 3.803)
H (3.064, -3.190, 3.182)
H (1.145, -2.041, 2.230)
H (3.583, 0.368, -0.118)
H (5.594, -0.703, 0.768)

Entry 5:
# C2H9N2O

A gas-phase ion, C2H9N2O (charge +2) in a non-equilibrium geometry (the ωB97M-V functional and the def2-TZVPD basis, the Open Molecules 2025 dataset).

Its energy above the lowest of the compared OMol25 structures with the same formula, charge and spin is 2.120 eV. As for the net charge: +2. The lowest unoccupied orbital energy (alpha / beta) comes out at -0.302 / -0.501 hartree. As for the multiplicity: 2. The value obtained for the HOMO-LUMO gap (alpha / beta) is 0.496 / 0.304 hartree. The HOMO energy (alpha / beta) is -21.7 / -21.9 eV.

Geometry (Å):
C (0.848, 0.469, 0.758)
N (1.450, -0.392, -0.528)
H (1.397, -0.003, 1.575)
H (1.174, 1.457, 0.420)
H (2.409, -0.081, -0.721)
H (1.618, -1.311, -0.113)
N (-0.561, 0.332, 0.979)
C (-1.543, -0.126, -0.062)
O (-0.996, 0.189, -1.290)
H (-0.792, -0.036, 1.913)
H (0.725, -0.226, -1.239)
H (-2.529, 0.331, 0.079)
H (-1.570, -1.205, 0.124)
H (-1.630, 0.602, -1.893)

Entry 6:
# C32H40GeN7O6S3W

A molecular structure, C32H40GeN7O6S3W in a non-equilibrium geometry (the ωB97M-V functional and the def2-TZVPD basis, the Open Molecules 2025 dataset).

Its energy above the lowest of the compared OMol25 structures with the same formula, charge and spin is 1.554 eV. As for the net charge: +1. The lowest unoccupied orbital energy (alpha / beta) comes out at -0.117 / -0.127 hartree. The value obtained for the HOMO-LUMO gap (alpha / beta) is 0.208 / 0.226 hartree. The HOMO energy (alpha / beta) is -8.8 / -9.6 eV.

Geometry (Å):
W (-0.819, -0.277, 1.081)
N (-2.149, -2.721, 3.541)
C (-1.990, -1.488, 4.039)
N (-1.639, -0.459, 3.306)
C (-1.553, 0.700, 4.053)
C (-1.856, 0.546, 5.368)
S (-2.259, -1.093, 5.719)
C (-1.185, 1.899, 3.329)
C (-1.037, 3.166, 3.798)
S (-0.723, 4.260, 2.506)
C (-0.805, 2.926, 1.389)
N (-1.040, 1.766, 1.960)
N (-0.714, 3.087, 0.055)
H (-1.735, -2.896, 2.625)
H (-2.249, -3.495, 4.180)
H (-1.884, 1.287, 6.137)
H (-1.081, 3.514, 4.808)
H (-0.414, 3.990, -0.279)
H (-0.333, 2.283, -0.450)
O (-7.396, -0.552, -1.396)
C (-7.140, 0.138, -0.200)
C (-5.676, 0.069, 0.109)
C (-5.112, 0.826, 1.162)
C (-3.775, 0.723, 1.422)
N (-2.913, -0.049, 0.720)
C (-3.455, -0.752, -0.348)
C (-4.833, -0.721, -0.626)
C (-2.496, -1.359, -1.208)
C (-2.831, -1.955, -2.437)
C (-1.849, -2.413, -3.283)
C (-2.204, -2.966, -4.640)
O (-2.770, -1.972, -5.460)
C (-0.512, -2.239, -2.880)
C (-0.239, -1.631, -1.679)
N (-1.182, -1.213, -0.818)
H (-8.333, -0.487, -1.607)
H (-7.699, -0.313, 0.635)
H (-7.438, 1.196, -0.271)
H (-5.727, 1.472, 1.766)
H (-3.366, 1.292, 2.247)
H (-5.237, -1.315, -1.428)
H (-3.873, -2.031, -2.704)
H (-2.885, -3.824, -4.541)
H (-1.306, -3.305, -5.161)
H (-3.629, -1.701, -5.116)
H (0.295, -2.574, -3.510)
H (0.782, -1.452, -1.373)
C (2.319, -3.896, 0.386)
Ge (1.181, -3.489, 1.972)
C (2.383, -3.186, 3.527)
C (0.016, -5.063, 2.368)
C (0.203, -1.844, 1.669)
H (2.691, -4.912, 0.462)
H (3.181, -3.235, 0.361)
H (1.765, -3.802, -0.543)
H (2.978, -4.068, 3.737)
H (1.816, -2.941, 4.421)
H (3.065, -2.368, 3.313)
H (0.625, -5.950, 2.230)
H (-0.842, -5.138, 1.707)
H (-0.318, -5.059, 3.402)
H (0.779, -1.020, 2.214)
C (2.760, 4.989, -4.664)
C (3.636, 4.275, -3.680)
C (4.371, 3.157, -4.058)
C (5.142, 2.477, -3.130)
C (5.182, 2.926, -1.826)
C (4.499, 4.063, -1.438)
C (3.726, 4.735, -2.367)
S (5.971, 1.935, -0.561)
O (6.695, 2.765, 0.348)
O (6.600, 0.802, -1.168)
N (4.642, 1.356, 0.291)
C (3.766, 0.493, -0.457)
C (2.758, -0.192, 0.478)
C (1.563, 0.730, 0.698)
O (1.575, 1.596, 1.575)
O (0.607, 0.652, -0.189)
H (2.712, 4.450, -5.607)
H (3.148, 5.989, -4.862)
H (1.748, 5.102, -4.272)
H (4.329, 2.811, -5.080)
H (5.722, 1.609, -3.395)
H (4.595, 4.413, -0.423)
H (3.179, 5.621, -2.078)
H (4.177, 2.073, 0.829)
H (4.418, -0.253, -0.917)
H (3.227, 1.025, -1.261)
H (3.260, -0.390, 1.426)
H (2.412, -1.122, 0.027)

Entry 7:
# C2H3NOS3

A single C2H3NOS3 molecule in a non-equilibrium geometry (the ωB97M-V functional and the def2-TZVPD basis, the Open Molecules 2025 dataset).

Its energy above the lowest of the compared OMol25 structures with the same formula, charge and spin is 2.736 eV. As for the net charge: 0. The lowest unoccupied orbital energy comes out at -0.071 hartree. The value obtained for the HOMO-LUMO gap is 0.279 hartree. As for the SMILES: O=C(S)C(=S)NS. The HOMO energy is -9.5 eV.

Geometry (Å):
O (-0.547, -1.430, 1.012)
C (-0.923, -0.614, 0.239)
S (-2.477, -0.894, -0.688)
C (-0.154, 0.588, 0.033)
S (-0.793, 2.148, -0.215)
N (1.212, 0.505, 0.608)
S (2.205, -0.528, -0.825)
H (-2.812, 0.636, -0.698)
H (1.746, 1.255, 0.491)
H (2.543, -1.667, 0.044)

Entry 8:
# CH3NO2

A single CH3NO2 molecule in a non-equilibrium geometry (the ωB97M-V functional and the def2-TZVPD basis, the Open Molecules 2025 dataset).

Its energy above the lowest of the compared OMol25 structures with the same formula, charge and spin is 4.566 eV. As for the net charge: 0. The lowest unoccupied orbital energy comes out at -0.005 hartree. The value obtained for the HOMO-LUMO gap is 0.402 hartree. As for the SMILES: C[N+](=O)[O-]. The HOMO energy is -11.1 eV.

Geometry (Å):
C (-17.076, 20.064, 16.779)
N (-16.974, 20.617, 18.138)
O (-18.054, 20.517, 18.700)
O (-15.990, 21.257, 18.634)
H (-16.110, 19.602, 16.574)
H (-17.443, 20.868, 16.141)
H (-17.549, 19.084, 16.720)

Entry 9:
# C2H5NS2

A single C2H5NS2 molecule in a non-equilibrium geometry (the ωB97M-V functional and the def2-TZVPD basis, the Open Molecules 2025 dataset).

Its energy above the lowest of the compared OMol25 structures with the same formula, charge and spin is 1.077 eV. As for the net charge: 0. The lowest unoccupied orbital energy comes out at 0.017 hartree. The value obtained for the HOMO-LUMO gap is 0.332 hartree. As for the SMILES: CC(=S)NS. The HOMO energy is -8.6 eV.

Geometry (Å):
C (0.478, 1.763, -0.019)
C (0.638, 0.234, -0.042)
S (2.046, -0.601, 0.035)
N (-0.496, -0.476, -0.067)
S (-2.186, -0.243, -0.056)
H (0.913, 2.077, -0.941)
H (1.146, 2.171, 0.675)
H (-0.582, 2.036, 0.239)
H (-0.247, -1.436, -0.121)
H (-2.210, -0.007, 1.319)

Entry 10:
# H4O2

2 unconnected molecules or ions with the total composition H4O2 in a non-equilibrium geometry (the ωB97M-V functional and the def2-TZVPD basis, the Open Molecules 2025 dataset).

Its energy above the lowest of the compared OMol25 structures with the same formula, charge and spin is 0.128 eV. As for the net charge: 0. The lowest unoccupied orbital energy comes out at 0.021 hartree. The value obtained for the HOMO-LUMO gap is 0.418 hartree. As for the SMILES: O.O. The HOMO energy is -10.8 eV.

Geometry (Å):
O (-1.743, 0.101, -0.126)
H (-1.764, -0.456, 0.633)
H (-0.792, -0.044, -0.324)
O (1.051, 0.000, -0.033)
H (1.435, 0.854, 0.205)
H (1.812, -0.455, -0.355)

Entry 11:
# C8H12FI

2 unconnected molecules or ions with the total composition C8H12FI in a non-equilibrium geometry (the ωB97M-V functional and the def2-TZVPD basis, the Open Molecules 2025 dataset).

As for the net charge: 0. The lowest unoccupied orbital energy (alpha / beta) comes out at 0.028 / -0.127 hartree. As for the multiplicity: 3. The value obtained for the HOMO-LUMO gap (alpha / beta) is 0.223 / 0.214 hartree. The HOMO energy (alpha / beta) is -5.3 / -9.3 eV.

Geometry (Å):
C (-0.648, -0.752, -0.241)
C (-0.043, -0.608, 0.930)
C (-0.958, 2.101, -0.856)
C (-0.540, 1.440, -2.128)
C (-1.497, 0.848, -1.221)
C (0.783, 0.674, -2.204)
C (1.485, -1.417, 2.534)
C (0.183, -1.674, 1.887)
F (0.161, 0.645, 1.576)
I (-3.534, 0.429, -1.729)
H (-1.004, -1.656, -0.648)
H (-0.195, 2.160, -0.123)
H (-1.589, 2.900, -0.894)
H (-0.936, 1.920, -3.021)
H (1.340, 0.978, -1.141)
H (1.329, 0.790, -3.084)
H (0.449, -0.359, -2.046)
H (1.794, -2.313, 3.181)
H (1.575, -0.659, 3.305)
H (2.221, -1.103, 1.697)
H (-0.577, -1.675, 2.794)
H (0.200, -2.667, 1.429)

Entry 12:
# CH11O5

A molecular structure, CH11O5 in a non-equilibrium geometry (the ωB97M-V functional and the def2-TZVPD basis, the Open Molecules 2025 dataset).

Its energy above the lowest of the compared OMol25 structures with the same formula, charge and spin is 0.675 eV. As for the net charge: -1. The lowest unoccupied orbital energy comes out at 0.145 hartree. The value obtained for the HOMO-LUMO gap is 0.333 hartree. The HOMO energy is -5.1 eV.

Geometry (Å):
C (-1.182, -0.554, -1.964)
O (-0.221, 0.123, -1.198)
H (-1.540, -1.546, -1.660)
H (-0.763, -0.659, -2.982)
H (-2.051, 0.103, -2.113)
H (-1.885, 0.463, 0.773)
H (-2.591, 1.659, 0.234)
O (-2.569, 1.110, 0.990)
H (2.780, 0.085, -0.814)
H (1.464, 0.225, -1.550)
O (2.427, 0.349, -1.682)
H (0.398, -0.523, 3.158)
H (0.782, 0.182, 2.013)
O (0.827, 0.320, 2.961)
H (0.182, -0.573, -0.266)
H (1.031, -1.874, 0.123)
O (0.676, -1.183, 0.680)

no.,molecular weight (g mol⁻¹)
1,101.1
2,86.1
3,101.1
4,899.6
5,77.1
6,971.4
7,153.3
8,61.0
9,107.2
10,36.0
11,254.1
12,103.1